Record 1
{
  "formula": "C2H7PS3",
  "method": "wB97M-V/def2-TZVPD",
  "charge": 0,
  "e_homo_ev": -8.934,
  "de_lowest_kj_mol": 284.18,
  "gap_ev": 8.9,
  "energy_ev": -43979.7731,
  "lumo_energy_ev": -0.033,
  "elements": ["C", "C", "P", "S", "S", "S", "H", "H", "H", "H", "H", "H", "H"],
  "xyz": [[1.0335, 0.2031, -0.4205], [-0.1324, -0.1566, 0.4255], [-1.3123, 1.1429, 0.8685], [2.2665, -1.0811, -0.5632], [-1.3170, -1.4047, -1.0695], [0.3279, -1.2155, 1.7666], [1.4510, 1.0884, -0.0396], [0.6679, 0.7729, -1.3370], [-0.3931, 1.9515, 1.4761], [-1.4361, 1.7375, -0.5005], [1.7674, -1.6838, -1.6539], [-2.3297, -0.5713, -1.5413], [-0.5937, -0.7831, 2.5888]],
  "forces_ev_per_a": [[-0.950, 1.101, -1.803], [-1.439, -1.755, -1.544], [-1.769, -0.323, -1.380], [0.306, 0.135, -0.618], [0.126, 1.259, 1.048], [0.592, -0.154, -0.473], [1.357, 0.884, 1.579], [0.351, -1.742, 0.326], [0.870, 1.005, 0.129], [0.484, -0.270, 1.458], [-0.098, 0.022, 0.085], [1.004, -0.388, 0.608], [-0.833, 0.227, 0.584]],
  "lowdin_charge": [-0.80, -1.30, 0.77, 0.70, 0.43, 0.70, 0.04, 0.10, -0.11, -0.05, -0.13, -0.20, -0.16]
}

Record 2
{
  "formula": "C2H7S2",
  "method": "wB97M-V/def2-TZVPD",
  "charge": -1,
  "e_homo_ev": -2.762,
  "de_lowest_kj_mol": 83.94,
  "gap_ev": 6.5,
  "energy_ev": -23858.3451,
  "lumo_energy_ev": 3.734,
  "elements": ["C", "S", "H", "H", "H", "H", "C", "S", "H", "H", "H"],
  "xyz": [[-1.2977, 0.4142, -1.4704], [-1.5414, -0.8493, -0.1559], [-2.1294, 0.4293, -2.1827], [-0.5198, 0.3524, -2.2573], [-1.0468, 1.3841, -1.0388], [-0.1570, -1.3068, -0.1276], [1.3273, -0.0185, 1.5526], [1.8534, -0.9870, 0.0433], [0.8813, -0.6676, 2.3152], [0.5173, 0.6708, 1.2974], [2.1128, 0.5783, 2.0242]],
  "forces_ev_per_a": [[0.449, 0.256, -0.980], [0.532, -0.003, -0.983], [-0.643, 0.360, 0.818], [0.479, -1.119, 0.999], [-0.644, 0.093, 0.104], [-0.269, 0.517, 0.014], [-0.334, -0.233, -0.373], [-0.118, 0.369, 0.790], [0.267, -0.096, -0.045], [0.084, 0.059, -0.167], [0.196, -0.202, -0.178]],
  "lowdin_charge": [-0.56, 0.44, 0.00, 0.02, 0.00, -0.26, -0.67, 0.08, -0.01, -0.04, -0.02]
}

Record 3
{
  "formula": "C2H7S2",
  "method": "wB97M-V/def2-TZVPD",
  "charge": -1,
  "e_homo_ev": -2.290,
  "de_lowest_kj_mol": 82.71,
  "gap_ev": 5.5,
  "energy_ev": -23858.3578,
  "lumo_energy_ev": 3.213,
  "elements": ["C", "S", "H", "H", "H", "H", "C", "S", "H", "H", "H"],
  "xyz": [[-0.3734, -0.5806, -1.3912], [-1.7783, -0.3245, -2.6340], [0.4307, 0.1092, -1.6195], [-0.8227, -0.3287, -0.4440], [-0.0587, -1.6121, -1.4504], [-2.5860, 0.1950, -1.6976], [1.1155, 0.6066, 1.8150], [0.2090, -0.9779, 2.0733], [1.9804, 0.5538, 1.1462], [0.4996, 1.4081, 1.3865], [1.3838, 0.9512, 2.8155]],
  "forces_ev_per_a": [[-0.960, 0.442, -1.062], [0.610, 0.001, 0.649], [0.097, -0.032, -0.035], [0.332, -0.347, 0.464], [0.042, -0.055, 0.239], [-0.105, -0.029, -0.265], [-0.536, 0.054, 0.220], [0.107, 0.178, -0.308], [0.181, -0.266, 0.284], [-0.242, -0.140, 0.006], [0.475, 0.195, -0.190]],
  "lowdin_charge": [-0.46, 0.52, 0.01, -0.05, 0.01, -0.19, -0.74, -0.02, -0.02, -0.02, -0.04]
}